No. 1
# C30H56BrFN2O3P

A 2-piece molecular cluster, C30H56BrFN2O3P overall in a non-equilibrium geometry (ωB97M-V/def2-TZVPD, OMol25).

```
94
Properties=species:S:1:pos:R:3
C -4.60 3.36 0.93
C -4.15 4.56 0.43
C -2.79 4.77 -0.21
C -1.82 5.51 0.71
O -2.68 6.48 1.44
C -3.03 7.49 0.70
N -3.27 8.30 -0.08
O -0.89 6.35 0.06
C 0.05 6.73 1.01
O 0.89 7.53 0.82
C -0.14 5.89 2.33
C -0.66 6.85 3.46
Br -2.25 6.38 4.46
C 0.49 7.06 4.47
C 0.75 5.78 5.29
C -0.91 4.75 1.69
N -1.87 3.97 2.50
C 0.08 3.68 1.07
F 1.40 3.95 1.43
C 0.06 3.48 -0.46
C 1.37 2.80 -0.94
H -4.79 2.46 0.35
H -4.77 3.30 2.01
H -4.79 5.44 0.50
H -2.45 3.79 -0.53
H -2.95 5.36 -1.13
H 0.89 5.71 2.61
H -0.83 7.83 3.02
H 1.38 7.42 3.95
H 0.12 7.81 5.18
H 0.33 4.89 4.80
H 1.82 5.59 5.34
H 0.32 5.82 6.28
H -1.39 3.56 3.30
H -2.25 3.19 1.96
H -0.15 2.72 1.52
H -0.72 2.76 -0.69
H -0.05 4.39 -1.03
H 1.07 2.15 -1.77
H 1.80 2.15 -0.19
H 2.08 3.52 -1.34
C 4.91 -3.45 -1.05
C 3.84 -2.64 -1.78
C 2.83 -2.00 -0.83
C 1.79 -2.95 -0.23
P 0.39 -3.44 -1.26
C -0.28 -1.91 -1.96
C -0.64 -0.73 -1.05
C -1.89 -0.84 -0.17
C -3.15 -1.30 -0.89
C -0.90 -4.13 -0.21
C -0.71 -5.43 0.58
C -0.65 -6.74 -0.21
C -1.74 -6.91 -1.26
C 0.75 -4.37 -2.77
C 1.34 -5.79 -2.86
C 2.51 -6.16 -1.94
C 3.83 -6.29 -2.69
H 4.48 -4.23 -0.42
H 5.58 -3.92 -1.77
H 5.50 -2.80 -0.41
H 3.33 -3.26 -2.52
H 4.33 -1.84 -2.35
H 2.32 -1.18 -1.34
H 3.37 -1.53 0.00
H 1.32 -2.44 0.62
H 2.27 -3.82 0.22
H -1.13 -2.18 -2.59
H 0.48 -1.56 -2.66
H -0.78 0.14 -1.70
H 0.21 -0.49 -0.41
H -2.08 0.15 0.26
H -1.70 -1.48 0.69
H -3.50 -0.54 -1.59
H -3.95 -1.48 -0.17
H -3.01 -2.23 -1.44
H -1.83 -4.16 -0.78
H -1.05 -3.37 0.55
H -1.55 -5.50 1.28
H 0.19 -5.36 1.20
H -0.70 -7.57 0.49
H 0.33 -6.82 -0.68
H -2.72 -7.03 -0.80
H -1.55 -7.79 -1.87
H -1.81 -6.05 -1.94
H 1.36 -3.70 -3.38
H -0.21 -4.39 -3.29
H 1.64 -5.93 -3.90
H 0.52 -6.50 -2.73
H 2.30 -7.14 -1.49
H 2.60 -5.46 -1.11
H 3.81 -7.14 -3.37
H 4.65 -6.44 -1.99
H 4.05 -5.39 -3.28
```

Results
Total charge   +1
Largest force on an atom   2.80 eV Å⁻¹
2S+1   1
Electronic energy   -123180.148 eV
Kohn-Sham gap   7.8 eV

---

No. 2
# C30H56CrN6O2

C30H56CrN6O2 as an isolated structure in a non-equilibrium geometry (ωB97M-V/def2-TZVPD, OMol25).

```
95
Properties=species:S:1:pos:R:3
Cr -1.96 1.66 -2.80
C -1.64 -0.25 1.15
C -0.77 0.65 0.22
C 0.34 -0.25 -0.32
O -1.52 1.25 -0.82
H -2.10 -1.04 0.57
H -2.42 0.35 1.62
H -1.13 -0.71 1.99
H -0.37 1.46 0.82
H 0.93 -0.87 0.35
H 0.98 0.44 -0.87
H -0.01 -1.02 -1.02
C 2.13 2.26 -3.88
C 0.94 3.25 -3.79
C 0.60 3.74 -5.25
O -0.17 2.72 -3.12
H 2.28 1.63 -3.00
H 3.06 2.79 -4.06
H 1.90 1.51 -4.64
H 1.36 4.09 -3.22
H -0.20 4.48 -5.27
H 0.18 2.94 -5.85
H 1.50 4.06 -5.78
C -5.71 -0.16 1.09
C -5.77 -1.30 0.04
C -5.91 -0.92 -1.46
C -4.76 -0.17 -2.04
N -3.85 0.38 -2.50
H -5.54 -0.56 2.10
H -6.59 0.48 1.10
H -4.86 0.44 0.77
H -6.66 -1.87 0.30
H -4.95 -2.02 0.06
H -6.66 -0.14 -1.55
H -6.22 -1.68 -2.17
C 3.23 -2.99 0.97
C 4.01 -1.81 1.54
C 4.59 -0.83 0.50
C 5.49 -1.50 -0.46
N 6.23 -2.06 -1.13
H 2.43 -2.59 0.35
H 2.75 -3.60 1.75
H 3.89 -3.64 0.39
H 4.76 -2.17 2.24
H 3.28 -1.23 2.11
H 5.22 -0.09 1.00
H 3.74 -0.42 -0.05
C -3.03 -3.64 2.17
C -2.15 -4.78 1.57
C -1.15 -4.26 0.40
C -1.72 -3.64 -0.83
N -2.14 -3.14 -1.76
H -3.71 -3.41 1.35
H -2.42 -2.75 2.35
H -3.55 -3.87 3.10
H -2.71 -5.58 1.09
H -1.54 -5.16 2.39
H -0.62 -5.13 0.01
H -0.46 -3.54 0.85
C 2.91 4.20 2.01
C 1.94 3.39 1.13
C 2.26 3.28 -0.42
C 3.61 2.81 -0.68
N 4.73 2.48 -0.88
H 2.96 5.22 1.62
H 3.89 3.72 1.94
H 2.66 4.34 3.06
H 0.95 3.83 1.26
H 1.86 2.37 1.50
H 2.07 4.26 -0.85
H 1.55 2.61 -0.90
C 0.30 2.12 4.22
C -1.17 2.11 4.71
C -1.28 2.03 6.26
C -0.49 3.05 6.97
N 0.09 3.85 7.55
H 0.76 1.22 4.62
H 0.87 3.02 4.45
H 0.25 1.94 3.14
H -1.65 1.30 4.17
H -1.61 3.00 4.26
H -0.87 1.07 6.57
H -2.35 2.04 6.46
C 2.53 -1.74 -3.01
C 1.71 -2.50 -4.10
C 0.21 -2.63 -3.78
C -0.54 -1.35 -3.61
N -1.10 -0.37 -3.44
H 2.40 -2.10 -1.99
H 2.38 -0.66 -3.04
H 3.60 -1.91 -3.19
H 2.15 -3.50 -4.18
H 1.80 -1.96 -5.04
H 0.08 -3.22 -2.87
H -0.28 -3.11 -4.62
```

Results
Total charge   0
Largest force on an atom   3.42 eV Å⁻¹
2S+1   5
Electronic energy   -73472.221 eV
Kohn-Sham gap (alpha / beta)   7.6 / 7.7 eV

---

No. 3
# C30H56O20S5

A 9-piece molecular cluster, C30H56O20S5 overall in a non-equilibrium geometry (ωB97M-V/def2-TZVPD, OMol25).

```
111
Properties=species:S:1:pos:R:3
O 1.23 -0.79 -1.75
S 0.27 0.28 -1.83
O -0.72 0.19 -2.87
C -0.55 0.33 -0.29
C -0.03 1.63 0.43
C 1.27 2.15 -0.29
C 1.20 1.80 -1.79
H -0.22 -0.57 0.20
H -1.64 0.24 -0.29
H -0.80 2.41 0.49
H 0.17 1.34 1.50
H 2.18 1.73 0.11
H 1.36 3.26 -0.17
H 2.15 1.66 -2.32
H 0.56 2.46 -2.36
O -4.04 3.83 -3.72
S -2.96 2.88 -3.47
O -2.17 3.28 -2.30
C -3.62 1.21 -3.31
C -4.00 0.90 -4.77
C -2.77 1.34 -5.62
C -2.04 2.59 -4.99
H -4.46 1.16 -2.60
H -2.84 0.57 -2.92
H -4.17 -0.17 -4.85
H -4.97 1.42 -5.02
H -3.14 1.58 -6.63
H -1.98 0.67 -5.81
H -2.03 3.55 -5.48
H -1.00 2.38 -4.77
O 1.32 1.23 -4.75
S 1.04 0.30 -5.85
O 0.18 0.82 -6.88
C 2.55 -0.52 -6.52
C 2.73 -1.75 -5.67
C 1.35 -2.33 -5.51
C 0.35 -1.23 -5.15
H 3.30 0.22 -6.66
H 2.29 -0.70 -7.52
H 3.36 -2.46 -6.13
H 3.34 -1.64 -4.79
H 1.42 -3.15 -4.79
H 1.15 -2.74 -6.49
H 0.33 -1.12 -4.09
H -0.64 -1.22 -5.56
O 3.21 0.62 4.99
S 1.83 0.71 5.40
O 1.19 -0.54 5.71
C 1.49 1.94 6.68
C 0.84 3.13 5.98
C -0.07 2.54 4.89
C 0.76 1.50 4.09
H 2.46 2.13 7.12
H 0.85 1.41 7.40
H 0.29 3.70 6.73
H 1.56 3.86 5.54
H -0.52 3.29 4.22
H -0.93 2.01 5.32
H 1.44 2.01 3.45
H 0.22 0.68 3.58
O -2.44 -2.20 3.02
S -1.10 -2.75 3.09
O -0.03 -2.05 2.35
C -0.69 -2.99 4.87
C -1.21 -4.38 5.15
C -1.06 -5.28 3.97
C -1.30 -4.47 2.69
H -1.27 -2.17 5.33
H 0.37 -2.85 5.02
H -0.63 -4.84 5.92
H -2.22 -4.32 5.46
H -1.73 -6.11 4.03
H -0.07 -5.75 3.94
H -2.32 -4.69 2.36
H -0.66 -4.75 1.85
O -1.52 -3.37 -3.41
C -0.66 -3.58 -2.60
O 0.52 -4.19 -2.87
C 1.42 -3.89 -1.76
C 0.46 -3.59 -0.57
O -0.77 -3.26 -1.29
H 1.93 -4.85 -1.55
H 1.99 -3.01 -1.92
H 0.69 -2.75 0.16
H 0.31 -4.46 0.01
O 1.61 -4.99 2.22
C 2.25 -4.05 2.60
O 2.55 -2.97 1.86
C 3.10 -1.98 2.73
C 3.53 -2.76 4.00
O 2.66 -3.92 3.90
H 3.86 -1.50 2.19
H 2.34 -1.23 2.86
H 3.39 -2.34 5.00
H 4.59 -3.19 3.83
O 2.49 5.72 0.01
C 1.47 6.04 -0.51
O 1.26 6.73 -1.64
C -0.11 6.72 -2.02
C -0.84 6.19 -0.77
O 0.26 5.55 -0.12
H -0.29 7.79 -2.24
H -0.28 6.12 -2.95
H -1.60 5.52 -1.13
H -1.18 6.99 -0.10
C -3.06 0.87 3.60
O -2.65 0.62 2.27
H -2.62 1.86 3.82
H -4.15 0.90 3.65
H -2.60 0.12 4.28
H -2.91 -0.29 2.14
```

Results
Total charge   0
Largest force on an atom   2.64 eV Å⁻¹
Structure (SMILES)   O=S1(=O)CCCC1.O=S1(=O)CCCC1.O=S1(=O)CCCC1.O=S1(=O)CCCC1.O=S1(=O)CCCC1.O=C1OCCO1.O=C1OCCO1.O=C1OCCO1.CO
2S+1   1
Electronic energy   -127141.808 eV
Kohn-Sham gap   10.2 eV

---

No. 4
# C30H57BF5NO15PS3

A 5-piece molecular cluster, C30H57BF5NO15PS3 overall in a non-equilibrium geometry (ωB97M-V/def2-TZVPD, OMol25).

```
113
Properties=species:S:1:pos:R:3
C -2.88 -5.60 -3.31
C -4.35 -5.21 -3.16
C -4.81 -4.14 -4.17
C -4.52 -2.76 -3.60
O -4.71 -1.79 -4.63
C -3.82 -0.73 -4.61
S -4.48 0.36 -6.00
O -3.83 0.10 -3.57
B -2.58 -0.02 -2.75
C -1.62 1.30 -2.59
C -0.12 0.97 -2.54
C 0.26 -0.01 -1.44
C 1.75 -0.31 -1.40
F 2.28 -0.32 -2.62
F 1.88 -1.58 -0.93
C 2.57 0.59 -0.43
F 2.71 0.00 0.72
F 3.79 0.76 -0.91
F 2.01 1.75 -0.27
C -3.04 -0.61 -1.29
S -3.99 0.62 -0.30
C -2.78 1.31 0.87
C -2.75 2.85 0.82
O -1.79 -0.97 -3.62
C -2.28 -1.05 -4.86
O -2.07 -2.37 -5.40
N -0.94 -3.02 -4.86
O -0.55 -3.81 -5.63
P -1.39 0.01 -6.14
O -1.96 -0.38 -7.59
O -1.58 1.58 -5.86
S 0.53 -0.34 -6.18
H -2.50 -5.99 -2.37
H -2.29 -4.71 -3.53
H -2.70 -6.36 -4.06
H -4.47 -4.79 -2.16
H -4.96 -6.11 -3.23
H -4.30 -4.25 -5.12
H -5.89 -4.24 -4.26
H -3.51 -2.79 -3.20
H -5.18 -2.58 -2.75
H -4.44 -0.52 -7.03
H -1.82 1.87 -1.68
H -1.75 2.01 -3.41
H 0.41 1.91 -2.32
H 0.26 0.65 -3.50
H -0.05 0.35 -0.46
H -0.21 -0.98 -1.55
H -2.22 -0.94 -0.64
H -3.72 -1.46 -1.36
H -1.78 0.97 0.63
H -3.02 1.02 1.89
H -3.47 3.27 1.52
H -3.01 3.18 -0.18
H -1.75 3.21 1.05
H -1.20 -0.68 -8.12
H -2.33 1.89 -6.40
O -3.84 -1.41 2.77
C -3.73 -1.27 3.95
O -4.07 -0.08 4.51
C -4.19 0.13 5.91
C -2.87 0.50 6.55
C -3.15 -2.35 4.84
H -4.66 -0.73 6.40
H -4.89 0.96 6.02
H -2.14 -0.31 6.46
H -3.00 0.72 7.61
H -2.44 1.37 6.06
H -2.07 -2.22 4.90
H -3.36 -3.31 4.38
H -3.58 -2.38 5.84
O 9.74 1.30 -3.42
C 8.61 1.11 -3.79
O 7.60 1.20 -2.91
C 6.21 1.21 -3.27
C 5.65 -0.19 -3.38
C 8.30 0.68 -5.21
H 6.05 1.80 -4.18
H 5.71 1.74 -2.47
H 6.13 -0.75 -4.18
H 4.58 -0.15 -3.59
H 5.81 -0.74 -2.45
H 8.32 -0.40 -5.27
H 9.07 1.09 -5.86
H 7.35 1.06 -5.58
O 7.12 -3.23 3.10
C 7.23 -2.33 2.32
O 8.06 -2.46 1.26
C 8.09 -1.54 0.17
C 9.03 -0.38 0.43
C 6.52 -1.01 2.53
H 7.08 -1.20 -0.09
H 8.45 -2.11 -0.69
H 8.70 0.22 1.29
H 9.09 0.27 -0.44
H 10.03 -0.75 0.67
H 7.16 -0.35 3.12
H 5.61 -1.20 3.10
H 6.22 -0.52 1.61
O -1.59 2.76 8.31
C -2.36 3.62 8.63
O -3.61 3.60 8.11
C -4.67 4.44 8.58
C -4.67 5.78 7.89
C -1.95 4.76 9.53
H -4.64 4.53 9.67
H -5.59 3.90 8.34
H -3.76 6.35 8.11
H -5.53 6.38 8.21
H -4.72 5.65 6.81
H -1.57 5.57 8.91
H -1.15 4.41 10.18
H -2.75 5.13 10.17
```

Results
Total charge   -1
Largest force on an atom   2.68 eV Å⁻¹
2S+1   1
Electronic energy   -120299.109 eV
Kohn-Sham gap   6.3 eV